A cluster of 2 separate species, C2H2ClNO in total at a distorted geometry, computed with the ωB97M-V functional and the def2-TZVPD basis.

Calculated values
**Kohn-Sham gap**: 9.828 eV
**LUMO energy**: 0.644 eV
**Energy above the lowest of the compared OMol25 structures with the same formula, charge and spin**: 225.18 kJ/mol
**Max |F|**: 1.92 eV Å⁻¹
**M**: 91.50 g/mol

Structure (XYZ):
```
7
Properties=species:S:1:pos:R:3:forces:R:3
C -2.107 -0.669 -0.666 1.099 0.326 -1.153
C 1.609 0.989 -0.876 -0.265 0.335 -1.755
N -2.140 -0.240 0.395 -0.403 -0.281 0.117
O 0.379 0.929 -0.546 -0.907 0.690 -1.053
Cl 2.690 0.497 0.303 0.876 -0.449 1.654
H -1.784 -0.875 -1.701 -0.767 -0.086 1.055
H 0.004 0.801 0.330 0.367 -0.536 1.135
```
Positions in Å, forces in eV/Å.

Atom charges from the natural (NBO) analysis, given in e for atoms 1 to 2: 0.096 0.183